Run one
{"formula": "C3H5N3", "method": "ωB97M-V/def2-TZVPD", "symbols": ["N", "C", "C", "C", "N", "N", "H", "H", "H", "H", "H"], "xyz": [[-1.911, -0.436, 0.042], [-0.555, -0.317, -0.081], [0.141, 0.958, -0.070], [1.414, 0.608, 0.199], [1.555, -0.786, -0.003], [0.254, -1.334, -0.093], [-2.458, 0.398, 0.158], [-2.280, -1.295, 0.414], [-0.261, 1.920, -0.356], [2.188, 1.124, 0.759], [1.913, -0.839, -0.967]], "lowdin_charge": [0.117, -0.458, -0.024, -0.120, -0.074, 0.041, 0.087, 0.095, 0.098, 0.110, 0.130], "e_homo_ha": -0.312, "gap_ev": 9.48, "lumo_energy_ev": 0.99}

Run two
{"formula": "C3H5N3", "method": "ωB97M-V/def2-TZVPD", "symbols": ["C", "C", "C", "N", "N", "N", "H", "H", "H", "H", "H"], "xyz": [[-1.667, -0.096, -0.131], [-0.183, -0.136, 0.015], [0.688, 0.956, 0.288], [1.911, 0.516, 0.381], [1.806, -0.811, 0.185], [0.550, -1.223, -0.107], [-2.028, -0.974, -0.669], [-1.967, 0.805, -0.677], [-2.153, -0.066, 0.850], [0.491, 2.015, 0.333], [2.553, -0.986, -0.468]], "lowdin_charge": [-0.044, -0.355, -0.117, 0.036, -0.091, 0.093, 0.077, 0.079, 0.080, 0.104, 0.139], "e_homo_ha": -0.370, "gap_ev": 11.14, "lumo_energy_ev": 1.08}

Which of them is the least stable? Correct choice: run one.

Run one
{"formula": "CH3N4", "method": "ωB97M-V/def2-TZVPD", "symbols": ["C", "N", "N", "N", "N", "H", "H", "H"], "xyz": [[-0.076, 0.271, 0.302], [-1.455, 0.960, 0.104], [-1.865, -0.160, -0.169], [-0.685, -0.917, 0.094], [1.226, 0.585, -0.066], [-0.492, -1.842, -0.161], [1.696, 1.439, 0.273], [1.651, -0.336, -0.377]], "lowdin_charge": [-0.163, 0.174, 0.116, 0.134, 0.253, 0.149, 0.162, 0.174], "e_homo_ha": -0.625, "charge": 1, "gap_ev": 9.94, "lumo_energy_ev": -7.05}

Run two
{"formula": "CH3N4", "method": "ωB97M-V/def2-TZVPD", "symbols": ["N", "C", "N", "N", "N", "H", "H", "H"], "xyz": [[-0.549, -1.261, 0.144], [-0.248, -0.006, -0.046], [-0.970, 0.985, -0.495], [0.381, 1.891, -0.186], [0.988, 0.822, 0.139], [-1.607, -1.196, -0.120], [0.029, -2.076, 0.539], [1.976, 0.843, 0.025]], "lowdin_charge": [0.235, -0.424, 0.168, 0.304, 0.140, 0.208, 0.204, 0.165], "e_homo_ha": -0.581, "charge": 1, "gap_ev": 8.22, "lumo_energy_ev": -7.59}

Which of them is the least stable? Correct choice: run two.

Run one
{"formula": "C22H31N3O2", "method": "ωB97M-V/def2-TZVPD", "symbols": ["O", "C", "C", "C", "C", "N", "N", "C", "C", "C", "C", "C", "C", "C", "C", "C", "C", "O", "N", "C", "C", "C", "C", "C", "C", "C", "C", "H", "H", "H", "H", "H", "H", "H", "H", "H", "H", "H", "H", "H", "H", "H", "H", "H", "H", "H", "H", "H", "H", "H", "H", "H", "H", "H", "H", "H", "H", "H"], "xyz": [[-1.065, 3.407, 0.500], [-1.682, 2.479, 0.014], [-2.875, 1.843, 0.730], [-2.468, 0.601, 1.531], [-2.353, -0.624, 0.706], [-2.083, -0.739, -0.552], [-2.082, -2.059, -0.846], [-2.354, -2.689, 0.247], [-2.525, -4.150, 0.420], [-1.970, -4.666, 1.750], [-0.438, -4.642, 1.805], [0.108, -3.243, 1.757], [0.010, -2.414, 2.870], [0.476, -1.112, 2.823], [1.053, -0.621, 1.664], [1.168, -1.443, 0.556], [0.695, -2.743, 0.603], [-2.552, -1.833, 1.276], [-1.430, 1.955, -1.198], [-0.280, 2.357, -1.976], [0.849, 1.333, -1.863], [2.061, 1.669, -2.730], [2.788, 2.946, -2.309], [3.306, 2.894, -0.863], [4.583, 3.727, -0.889], [5.223, 3.313, -2.210], [4.038, 3.219, -3.179], [-3.263, 2.590, 1.424], [-3.650, 1.588, 0.008], [-3.202, 0.397, 2.315], [-1.506, 0.781, 2.022], [-3.596, -4.368, 0.373], [-2.045, -4.642, -0.426], [-2.374, -4.062, 2.565], [-2.311, -5.694, 1.889], [-0.040, -5.222, 0.969], [-0.120, -5.122, 2.733], [-0.437, -2.793, 3.778], [0.390, -0.480, 3.696], [1.414, 0.396, 1.627], [1.623, -1.074, -0.350], [0.779, -3.373, -0.271], [-1.824, 1.042, -1.404], [-0.584, 2.467, -3.022], [0.037, 3.326, -1.588], [1.149, 1.270, -0.816], [0.455, 0.357, -2.159], [1.738, 1.769, -3.770], [2.766, 0.834, -2.682], [2.099, 3.788, -2.409], [2.574, 3.272, -0.151], [3.552, 1.864, -0.595], [5.227, 3.537, -0.031], [4.336, 4.789, -0.909], [5.981, 4.017, -2.551], [5.694, 2.335, -2.096], [4.190, 2.429, -3.914], [3.921, 4.157, -3.722]], "lowdin_charge": [0.049, -0.514, -0.086, -0.083, -0.321, 0.095, 0.112, -0.357, -0.098, -0.180, -0.147, -0.251, -0.046, -0.091, -0.093, -0.074, -0.045, 0.138, 0.061, -0.174, -0.191, -0.181, -0.324, -0.168, -0.198, -0.197, -0.155, 0.121, 0.120, 0.129, 0.120, 0.127, 0.128, 0.112, 0.113, 0.116, 0.119, 0.118, 0.106, 0.103, 0.094, 0.118, 0.097, 0.126, 0.113, 0.091, 0.110, 0.116, 0.116, 0.133, 0.114, 0.116, 0.105, 0.113, 0.103, 0.108, 0.104, 0.108], "e_homo_ha": -0.333, "gap_ev": 9.73, "lumo_energy_ev": 0.67}

Run two
{"formula": "C22H31N3O2", "method": "ωB97M-V/def2-TZVPD", "symbols": ["C", "C", "N", "N", "C", "C", "C", "N", "C", "C", "C", "C", "C", "O", "C", "C", "C", "C", "C", "O", "C", "C", "C", "C", "C", "C", "C", "H", "H", "H", "H", "H", "H", "H", "H", "H", "H", "H", "H", "H", "H", "H", "H", "H", "H", "H", "H", "H", "H", "H", "H", "H", "H", "H", "H", "H", "H", "H"], "xyz": [[-1.520, 4.969, -4.050], [-0.986, 3.978, -5.083], [0.237, 3.366, -4.641], [1.405, 3.947, -4.915], [2.327, 3.195, -4.348], [1.752, 2.097, -3.690], [2.444, 1.004, -2.944], [1.823, 0.775, -1.648], [1.987, 1.913, -0.764], [1.155, 1.716, 0.498], [1.580, 0.438, 1.214], [1.478, -0.736, 0.232], [1.943, -2.015, 0.900], [2.953, -2.589, 0.557], [1.129, -2.515, 2.041], [1.760, -3.355, 2.961], [1.059, -3.844, 4.043], [-0.277, -3.525, 4.228], [-0.925, -2.701, 3.311], [-2.220, -2.302, 3.374], [-3.089, -2.807, 4.381], [-4.280, -1.855, 4.426], [-3.534, -4.232, 4.054], [-0.210, -2.198, 2.223], [2.314, -0.432, -1.012], [0.391, 2.246, -3.898], [-0.737, 1.392, -3.445], [-1.741, 4.467, -3.111], [-0.776, 5.739, -3.863], [-2.428, 5.439, -4.418], [-0.763, 4.504, -6.014], [-1.724, 3.196, -5.281], [3.365, 3.453, -4.432], [3.516, 1.254, -2.849], [2.369, 0.071, -3.514], [1.656, 2.809, -1.294], [3.049, 2.054, -0.487], [1.279, 2.577, 1.157], [0.102, 1.644, 0.219], [0.953, 0.261, 2.090], [2.615, 0.532, 1.550], [0.435, -0.847, -0.077], [2.798, -3.605, 2.807], [1.550, -4.487, 4.758], [-0.796, -3.927, 5.084], [-2.578, -2.784, 5.355], [-4.986, -2.177, 5.186], [-3.945, -0.847, 4.655], [-4.776, -1.843, 3.459], [-4.185, -4.607, 4.839], [-2.677, -4.895, 3.962], [-4.075, -4.238, 3.111], [-0.749, -1.576, 1.528], [2.228, -1.264, -1.716], [3.376, -0.346, -0.724], [-0.346, 0.648, -2.758], [-1.497, 1.981, -2.934], [-1.206, 0.887, -4.291]], "lowdin_charge": [-0.073, -0.188, -0.140, 0.074, -0.108, -0.182, -0.150, -0.177, -0.190, -0.165, -0.146, -0.233, -0.319, 0.109, -0.143, -0.024, -0.064, -0.016, -0.248, -0.029, -0.433, -0.039, -0.035, 0.053, -0.154, -0.225, -0.006, 0.064, 0.074, 0.070, 0.119, 0.115, 0.104, 0.129, 0.127, 0.121, 0.131, 0.113, 0.115, 0.112, 0.131, 0.145, 0.115, 0.107, 0.106, 0.138, 0.082, 0.081, 0.084, 0.084, 0.072, 0.087, 0.124, 0.132, 0.137, 0.068, 0.076, 0.085], "e_homo_ha": -0.313, "gap_ev": 8.99, "lumo_energy_ev": 0.48}

Run three
{"formula": "C22H31N3O2", "method": "ωB97M-V/def2-TZVPD", "symbols": ["C", "C", "C", "C", "C", "O", "N", "C", "C", "N", "C", "O", "C", "C", "C", "C", "C", "C", "C", "C", "C", "C", "C", "C", "C", "N", "C", "H", "H", "H", "H", "H", "H", "H", "H", "H", "H", "H", "H", "H", "H", "H", "H", "H", "H", "H", "H", "H", "H", "H", "H", "H", "H", "H", "H", "H", "H", "H"], "xyz": [[4.399, 1.299, -2.664], [2.969, 1.033, -2.337], [2.088, 1.763, -1.591], [0.834, 1.082, -1.613], [-0.465, 1.485, -1.028], [-1.496, 1.437, -1.691], [-0.482, 1.900, 0.281], [-1.760, 2.277, 0.850], [-2.386, 1.165, 1.740], [-1.730, -0.128, 1.603], [-1.909, -0.918, 0.499], [-1.114, -1.800, 0.195], [-3.134, -0.768, -0.329], [-3.518, -1.591, -1.307], [-4.755, -0.799, -1.653], [-4.332, 0.156, -0.499], [-0.498, -0.286, 2.402], [-0.333, -1.691, 2.978], [0.878, -1.739, 3.904], [2.139, -1.317, 3.156], [1.977, 0.086, 2.581], [0.756, 0.203, 1.668], [0.610, 1.659, 1.218], [0.995, -0.049, -2.380], [0.024, -1.117, -2.745], [2.300, -0.080, -2.797], [2.859, -1.102, -3.653], [4.695, 2.248, -2.222], [5.064, 0.527, -2.269], [4.569, 1.365, -3.742], [2.307, 2.707, -1.119], [-1.637, 3.190, 1.436], [-2.416, 2.497, 0.012], [-2.301, 1.443, 2.790], [-3.447, 1.074, 1.530], [-3.077, -2.494, -1.707], [-4.740, -0.335, -2.640], [-5.707, -1.312, -1.508], [-5.036, 0.178, 0.335], [-4.094, 1.168, -0.823], [-0.638, 0.386, 3.258], [-1.247, -1.962, 3.513], [-0.203, -2.403, 2.165], [0.723, -1.067, 4.757], [0.995, -2.745, 4.313], [3.009, -1.354, 3.817], [2.326, -2.023, 2.340], [1.872, 0.800, 3.409], [2.871, 0.381, 2.025], [0.904, -0.423, 0.784], [1.553, 1.988, 0.790], [0.420, 2.289, 2.094], [-0.968, -0.824, -2.416], [-0.003, -1.269, -3.827], [0.265, -2.068, -2.265], [2.455, -2.075, -3.382], [2.632, -0.911, -4.705], [3.938, -1.135, -3.530]], "lowdin_charge": [-0.039, -0.281, -0.003, -0.103, -0.381, 0.060, -0.031, -0.103, -0.098, 0.011, -0.388, 0.056, -0.140, -0.005, -0.139, -0.134, -0.235, -0.138, -0.197, -0.195, -0.160, -0.242, -0.103, -0.207, -0.008, -0.061, -0.012, 0.079, 0.078, 0.081, 0.112, 0.121, 0.105, 0.117, 0.097, 0.115, 0.108, 0.103, 0.106, 0.099, 0.148, 0.123, 0.109, 0.113, 0.109, 0.108, 0.119, 0.123, 0.118, 0.147, 0.102, 0.136, 0.058, 0.088, 0.086, 0.090, 0.099, 0.083], "e_homo_ha": -0.285, "gap_ev": 8.57, "lumo_energy_ev": 0.81}

Run four
{"formula": "C22H31N3O2", "method": "ωB97M-V/def2-TZVPD", "symbols": ["O", "C", "C", "C", "C", "O", "N", "C", "C", "N", "C", "C", "C", "C", "C", "C", "C", "N", "C", "C", "C", "C", "C", "C", "C", "C", "C", "H", "H", "H", "H", "H", "H", "H", "H", "H", "H", "H", "H", "H", "H", "H", "H", "H", "H", "H", "H", "H", "H", "H", "H", "H", "H", "H", "H", "H", "H", "H"], "xyz": [[-0.895, -1.793, 0.520], [-0.678, -1.505, -0.636], [-1.696, -0.841, -1.551], [-2.813, -0.176, -0.731], [-3.511, -1.314, 0.021], [-3.966, -2.256, -0.600], [-3.672, -1.188, 1.348], [-2.997, -0.175, 2.120], [-3.011, 1.110, 1.307], [-2.265, 0.890, 0.089], [-2.022, 2.122, -0.642], [-0.741, 2.814, -0.159], [0.480, 1.930, -0.410], [1.753, 2.612, 0.078], [1.932, 3.964, -0.608], [0.715, 4.851, -0.364], [-0.557, 4.163, -0.853], [0.494, -1.782, -1.258], [1.597, -2.446, -0.615], [2.536, -1.508, 0.078], [2.200, -1.011, 1.332], [3.051, -0.139, 1.986], [4.242, 0.246, 1.393], [4.575, -0.236, 0.138], [3.724, -1.107, -0.519], [1.326, -3.796, -0.016], [2.120, -3.685, -1.283], [-2.150, -1.621, -2.166], [-1.203, -0.118, -2.201], [-3.575, 0.209, -1.437], [-4.011, -2.011, 1.825], [-3.523, -0.041, 3.068], [-1.959, -0.470, 2.309], [-2.528, 1.910, 1.870], [-4.058, 1.408, 1.106], [-1.912, 1.897, -1.705], [-2.875, 2.814, -0.542], [-0.822, 2.987, 0.919], [0.344, 0.975, 0.099], [0.568, 1.734, -1.482], [2.614, 1.973, -0.124], [1.694, 2.758, 1.159], [2.058, 3.810, -1.682], [2.832, 4.456, -0.233], [0.840, 5.806, -0.879], [0.626, 5.056, 0.705], [-0.492, 4.007, -1.933], [-1.422, 4.802, -0.660], [0.630, -1.485, -2.211], [1.267, -1.318, 1.781], [2.788, 0.240, 2.962], [4.909, 0.924, 1.905], [5.500, 0.068, -0.330], [3.984, -1.481, -1.499], [1.845, -4.051, 0.895], [0.318, -4.173, -0.070], [1.652, -3.999, -2.205], [3.181, -3.877, -1.239]], "lowdin_charge": [0.086, -0.458, -0.038, -0.209, -0.474, 0.059, 0.085, -0.160, -0.165, -0.126, -0.159, -0.310, -0.161, -0.195, -0.205, -0.204, -0.174, 0.151, -0.404, -0.160, -0.025, -0.083, -0.104, -0.091, -0.032, -0.048, -0.060, 0.131, 0.109, 0.164, 0.153, 0.122, 0.113, 0.120, 0.133, 0.122, 0.129, 0.140, 0.099, 0.123, 0.094, 0.118, 0.113, 0.107, 0.107, 0.113, 0.121, 0.113, 0.152, 0.113, 0.105, 0.102, 0.102, 0.113, 0.113, 0.109, 0.105, 0.102], "e_homo_ha": -0.314, "gap_ev": 9.29, "lumo_energy_ev": 0.73}

Which of them is the least stable? Correct choice: run two.